51
Properties=species:S:1:pos:R:3:nbo_charge:R:1 method="wB97M-V/def2-TZVPD" lumo_ha=-0.076 homo_energy_ev=-11.68 charge=+1 total_energy_ev=-24629.0461 smiles="CC[C@@H](C)c1ccccc1NC(=O)[C@H](C)NCC[NH+](C)C" gap_ha=0.354
C -0.054 3.403 3.142 -0.61
H -0.187 3.988 2.234 0.21
C -1.138 2.338 3.260 -0.39
H -2.113 2.821 3.324 0.20
H -0.989 1.770 4.181 0.21
C -1.120 1.363 2.076 -0.26
C -1.380 2.078 0.772 0.09
C -2.567 2.773 0.564 -0.23
C -2.825 3.417 -0.632 -0.18
C -1.897 3.376 -1.659 -0.21
C -0.710 2.692 -1.477 -0.20
C -0.457 2.056 -0.270 0.07
N 0.790 1.361 -0.120 -0.59
C 0.979 0.124 -0.564 0.71
O 0.075 -0.530 -1.089 -0.67
C 2.395 -0.427 -0.380 -0.14
N 2.387 -1.854 -0.648 -0.65
H 3.333 -2.184 -0.795 0.39
C 1.675 -2.693 0.301 -0.24
H 0.967 -2.080 0.864 0.21
H 2.333 -3.189 1.024 0.22
C 0.896 -3.758 -0.484 -0.22
N 0.116 -3.099 -1.559 -0.42
C 0.708 -3.311 -2.885 -0.42
H 0.668 -4.365 -3.159 0.22
H 1.741 -2.974 -2.871 0.24
H 0.160 -2.732 -3.626 0.23
C -1.304 -3.467 -1.546 -0.41
H -1.425 -4.530 -1.752 0.22
H -1.739 -3.235 -0.577 0.23
H -1.836 -2.895 -2.303 0.23
H 0.180 -2.022 -1.374 0.50
H 1.588 -4.475 -0.929 0.22
H 0.228 -4.297 0.187 0.23
C 3.323 0.262 -1.382 -0.60
H 3.319 1.340 -1.244 0.22
H 3.003 0.039 -2.397 0.22
H 4.343 -0.093 -1.253 0.23
H 2.726 -0.191 0.648 0.19
H 1.550 1.863 0.319 0.41
H 0.027 2.647 -2.265 0.22
H -2.095 3.874 -2.595 0.23
H -3.753 3.950 -0.764 0.23
H -3.303 2.810 1.352 0.22
C -2.143 0.240 2.265 -0.59
H -1.908 -0.338 3.155 0.21
H -2.138 -0.423 1.402 0.20
H -3.145 0.645 2.377 0.21
H -0.123 0.907 2.036 0.19
H 0.935 2.947 3.122 0.19
H -0.096 4.078 3.992 0.23